Record 1
Density functional theory data (ωB97M-V with the def2-TZVPD basis set) for one molecule with the formula C30H34N4O5.

```
73
Properties=species:S:1:pos:R:3:forces:R:3:lowdin_charge:R:1
O -0.94371 -3.33007 -1.65542 -0.4 0.1 0.5 0.078
O 1.53179 0.19628 3.03662 0.3 0.1 0.2 0.071
O -4.76318 6.26619 -2.08607 -0.2 0.0 0.0 -0.132
O 5.83427 -5.05812 -0.33253 -0.2 -0.2 0.1 0.073
O -1.32692 -1.03681 -0.12323 0.0 -0.2 -0.1 0.085
N 6.01407 -2.86915 -0.95126 0.2 0.4 -0.1 0.114
N -2.86312 4.39298 -1.14667 -0.1 0.3 -0.1 -0.107
N -0.55016 -0.47112 2.43763 -0.5 -0.3 0.0 0.126
N 0.92312 -0.69119 -0.13313 0.0 0.2 0.0 0.057
C 7.96363 -4.24824 -1.09305 -0.1 -0.2 0.1 -0.001
C 0.86468 0.48812 0.73585 0.0 0.2 0.3 -0.115
C 3.22228 -0.49622 -0.91347 -0.2 -0.1 0.1 -0.016
C -0.67694 -4.05674 -2.74198 0.5 -0.1 -0.7 -0.100
C -3.82993 4.03342 -2.16707 -0.1 0.2 -0.2 -0.136
C 6.49400 -4.13359 -0.74284 0.5 0.1 -0.2 -0.512
C -3.41154 5.39121 -0.25311 -0.1 0.3 -0.2 -0.154
C -0.04032 -2.32968 -1.60348 0.6 0.3 -0.8 -0.190
C -0.21136 -1.31688 -0.54150 -0.3 -0.2 -0.1 -0.361
C -3.83419 6.60736 -1.08554 0.2 0.0 0.3 -0.195
C -2.74639 -2.43024 2.91554 0.0 -0.2 0.0 -0.179
C -1.99658 3.42145 -0.65830 0.3 -0.2 0.2 -0.222
C 4.72882 -2.36950 -0.73552 -0.4 0.1 0.0 -0.215
C 0.80203 -2.41151 -2.68528 -0.5 0.1 0.6 0.001
C -1.27098 2.62842 -1.55357 0.0 0.0 0.0 -0.007
C -2.29712 -0.34441 4.14002 0.1 0.0 0.0 -0.136
C -1.75030 3.24453 0.70441 -0.2 0.2 -0.1 -0.006
C 0.38488 -3.53846 -3.42285 -0.4 -0.3 0.1 -0.041
C 0.65309 0.05669 2.20800 0.1 0.1 -0.5 -0.452
C -3.37544 -1.08797 3.33865 -0.1 0.0 0.0 -0.175
C 4.47189 -1.04917 -1.10277 0.1 -0.1 0.0 -0.014
C -0.14785 1.49898 0.25460 0.0 0.2 0.0 -0.178
C -4.22394 5.28921 -2.94551 0.0 -0.4 -0.1 -0.194
C 3.70766 -3.12644 -0.16595 0.1 -0.2 0.0 0.018
C 2.20247 -1.25397 -0.34870 0.6 -0.3 0.1 -0.239
C -0.36694 1.69119 -1.10491 0.0 0.1 0.1 -0.026
C -0.97916 -0.99566 3.71225 0.2 0.0 0.4 -0.298
C -1.36646 -2.47042 3.58005 0.1 0.1 0.0 -0.135
C -0.84020 2.30389 1.14703 0.3 -0.2 -0.2 -0.018
C 2.46181 -2.56665 0.02990 0.1 0.4 0.0 0.013
H -0.66971 2.19724 2.20792 0.0 0.0 0.1 0.116
H -3.65962 -0.51227 2.45834 -0.1 0.0 0.0 0.104
H -1.29596 -4.91248 -2.92658 -0.1 -0.1 0.1 0.125
H -2.93835 7.05163 -1.54657 -0.1 0.0 0.1 0.128
H -1.42918 -2.91352 4.57443 0.0 0.0 0.1 0.114
H -1.18984 -0.56952 1.65294 0.2 0.1 -0.1 0.111
H 8.55045 -3.57363 -0.47295 0.1 0.1 0.0 0.084
H 8.12429 -3.99492 -2.13900 0.0 0.0 -0.1 0.083
H -4.28596 5.00868 0.29805 0.1 0.0 0.1 0.135
H -2.63982 -2.46775 1.83146 0.0 -0.1 0.0 0.094
H 1.60809 -1.74981 -2.92690 0.2 0.1 0.0 0.116
H -2.28277 3.82888 1.43801 -0.1 0.1 0.0 0.100
H -4.99994 5.06310 -3.67862 0.1 0.0 0.0 0.126
H 1.67800 -3.15150 0.48686 -0.1 -0.1 0.1 0.131
H -4.73528 3.61047 -1.70055 0.0 0.0 -0.1 0.136
H -4.32319 7.35128 -0.45444 0.1 0.0 0.0 0.126
H -4.27200 -1.23733 3.93926 -0.1 0.1 -0.1 0.101
H 3.03482 0.52361 -1.21550 0.0 0.1 0.0 0.122
H 3.90067 -4.14382 0.12859 0.0 0.0 0.0 0.103
H 8.29186 -5.26848 -0.91858 0.0 0.0 0.0 0.084
H -3.33820 5.69248 -3.46030 -0.1 -0.1 0.0 0.128
H 0.17710 1.09876 -1.82747 0.0 -0.1 -0.1 0.117
H -1.40184 2.76006 -2.61691 0.0 0.0 -0.1 0.107
H -0.16415 -0.82514 4.42008 -0.1 0.0 -0.1 0.146
H -2.30063 0.72672 3.94453 0.0 0.1 0.1 0.106
H -0.63848 -3.03317 2.99749 0.1 0.0 0.0 0.110
H -2.43816 -0.49821 5.21012 0.0 0.0 0.0 0.112
H -2.64593 5.70782 0.45566 -0.1 0.0 0.0 0.123
H -3.35796 -3.27896 3.21868 0.0 0.0 -0.1 0.103
H 6.66969 -2.19123 -1.31541 -0.1 -0.2 0.1 0.141
H 5.25830 -0.45179 -1.54287 0.1 0.1 0.0 0.112
H 1.86266 0.94252 0.70810 -0.2 -0.2 0.1 0.155
H -3.41154 3.29206 -2.84457 0.0 0.0 0.0 0.114
H 0.81482 -3.90946 -4.33012 0.0 -0.1 -0.2 0.103
```
Positions in Å, forces in eV/Å.

Gap between HOMO and LUMO, Ha: 0.30449
Strongest force on any atom, eV Å⁻¹: 0.99
Relative energy (zero: lowest compared OMol25 entry of this formula, charge and spin), kcal per mole: 0.00

Record 2
Density functional theory data (ωB97M-V with the def2-TZVPD basis set) for C30H35BCrI2N12OS as an isolated structure in a non-equilibrium geometry.

```
83
Properties=species:S:1:pos:R:3:forces:R:3:lowdin_charge:R:1
I 10.26521 15.20126 11.75526 -3.6 0.3 -0.2 1.237
I 15.75763 17.34518 11.90724 0.9 1.0 -0.1 1.129
Cr 11.91778 11.58076 10.35657 0.8 -2.4 -2.1 0.701
S 16.21136 11.47890 8.03808 0.1 0.5 0.3 0.696
O 11.95777 12.46352 12.02717 -0.2 1.3 1.8 -0.122
N 12.60212 12.94119 8.47950 -0.6 -0.7 0.8 0.003
N 18.30721 11.72991 9.65832 1.7 0.6 2.2 -0.215
N 17.99330 9.64787 8.75257 -0.6 0.1 0.5 -0.211
N 11.25266 10.59642 7.42725 0.9 -1.7 2.1 0.053
N 9.58779 12.13565 6.37345 -0.8 -0.8 0.7 -0.013
N 14.16651 11.44170 10.82615 -1.2 -0.8 -0.4 -0.102
N 9.31606 13.38301 5.91233 -0.2 -1.2 -0.4 0.064
N 11.37204 13.05634 7.91239 0.6 3.1 -1.2 0.026
N 11.77780 10.04618 8.64203 -1.2 0.4 -2.1 0.035
N 9.89417 11.56329 10.16264 -0.6 1.8 0.3 -0.063
N 12.24839 9.42873 11.31388 0.6 1.1 0.7 0.035
N 9.44930 11.76310 8.89317 -0.9 -0.8 -0.1 0.037
C 19.41233 9.26610 8.86706 -0.8 0.6 0.4 -0.034
C 14.53200 10.06570 10.52976 -0.4 -1.3 0.1 -0.139
C 17.55279 10.94440 8.92614 -0.9 -1.8 -2.6 -0.774
C 8.68697 11.16890 5.90084 1.5 1.8 -0.8 -0.067
C 12.28407 15.14021 8.01524 0.0 -1.0 0.7 -0.041
C 11.83980 8.48899 7.01858 -0.2 -1.6 -2.2 -0.071
C 8.13861 12.01542 8.96873 -0.6 1.0 0.6 -0.062
C 13.10153 7.17719 12.58869 -0.8 -0.5 -0.9 -0.034
C 18.22315 13.17557 9.71532 -0.3 -0.3 -0.7 -0.062
C 7.95814 11.83201 4.97149 -0.4 1.5 -0.5 -0.056
C 12.68971 13.48738 12.06242 -1.1 0.8 0.4 -0.407
C 11.77780 7.65540 12.79928 1.7 -0.4 -0.6 -0.020
C 8.36639 13.21477 5.03054 -0.6 -0.2 0.0 -0.125
C 11.21059 14.40718 7.57658 0.7 -1.0 0.6 -0.063
C 14.09751 13.36465 12.17158 0.7 -1.2 0.0 -0.103
C 14.59850 15.76466 11.85758 -7.0 -1.9 0.2 -0.779
C 8.88703 11.91208 11.04425 1.7 -1.3 -2.9 -0.131
C 11.34616 9.62359 6.47000 -1.3 3.3 -0.3 -0.073
C 17.21174 8.69521 7.97874 -0.4 -0.4 -1.1 -0.119
C 18.92547 11.23945 10.88263 0.2 0.1 0.0 -0.059
C 11.40018 8.80232 12.13075 -0.2 0.3 -0.6 -0.087
C 13.14111 14.14970 8.62045 -0.6 0.1 -1.4 -0.144
C 13.50532 9.04876 11.21056 1.1 0.7 -1.2 -0.267
C 13.02594 15.89659 11.74922 1.4 -0.2 1.9 -0.141
C 13.94767 7.82832 11.71237 1.1 1.3 0.6 -0.024
C 12.04693 8.76749 8.33291 1.1 1.0 2.4 -0.144
C 7.75711 12.17905 10.29794 -0.1 -0.4 -0.4 -0.053
C 14.52291 11.89173 12.14102 0.1 2.4 -0.2 -0.112
C 14.94759 14.42605 12.14233 1.6 1.5 -0.2 -0.106
C 12.12479 14.81720 12.02994 5.4 2.2 -1.4 -0.765
B 10.39978 11.90693 7.58220 1.4 -0.7 1.1 -0.648
H 14.20125 14.11202 8.84545 -0.1 0.6 0.5 0.095
H 15.58770 11.96365 12.22539 0.9 -0.9 0.7 0.120
H 10.46482 14.75628 6.90438 -0.7 -0.1 0.3 0.086
H 7.98834 14.12033 4.53668 0.0 -0.8 0.0 0.114
H 15.02836 7.62471 11.55895 -1.0 -0.5 0.2 0.129
H 10.45004 9.35158 12.13373 0.0 -0.9 0.5 0.121
H 11.98080 7.57619 6.44026 0.1 0.2 0.6 0.113
H 19.19655 13.62855 9.91262 0.2 -0.4 0.0 0.097
H 12.56303 16.92061 11.77146 0.8 -1.1 -0.5 0.085
H 11.15507 7.03835 13.39249 -0.8 0.0 0.6 0.097
H 15.50416 9.82462 11.00503 -0.1 0.0 -0.4 0.118
H 6.73001 12.38640 10.50835 -0.1 0.1 0.7 0.098
H 17.59451 13.40680 10.57919 -0.4 0.6 -0.4 0.073
H 14.65298 10.05576 9.40290 -0.4 -0.6 1.3 0.065
H 17.44581 7.66594 8.29788 -0.3 0.4 0.4 0.089
H 11.01047 10.00406 5.49208 0.4 -1.1 0.3 0.138
H 19.98667 11.44815 10.85588 0.3 -0.2 0.2 0.103
H 17.55830 8.69837 6.91461 -0.4 0.3 0.6 0.103
H 16.11151 8.91686 7.96707 1.2 -0.3 0.3 0.051
H 19.94674 10.19862 8.72659 0.6 -0.1 -0.5 0.089
H 7.39298 12.19657 8.20437 0.8 -0.2 -0.6 0.132
H 13.43196 6.21055 12.96431 -0.3 0.3 0.4 0.115
H 17.88721 13.49549 8.72344 -0.4 0.4 0.6 0.072
H 16.01798 14.46647 12.31945 0.2 -1.5 0.1 0.091
H 12.50962 8.13462 9.09782 -0.4 0.2 -0.5 0.112
H 18.49212 11.73102 11.73385 -0.2 0.9 0.4 0.080
H 8.83004 10.12430 6.10222 -0.2 0.0 0.3 0.118
H 7.25251 11.49536 4.25901 -0.6 -0.6 -0.2 0.084
H 13.97069 11.34982 12.87035 0.1 -0.6 0.9 0.134
H 9.22059 11.81297 12.03125 -0.4 0.2 1.5 0.087
H 12.25231 16.22520 7.95069 0.7 -0.4 0.0 0.100
H 19.59325 8.50310 8.09229 0.3 0.5 0.5 0.101
H 14.66810 12.03246 10.20400 0.5 0.4 -1.3 0.048
H 18.71044 10.22288 11.12903 0.1 -0.8 -0.5 0.077
H 19.66605 8.95503 9.89303 0.0 -0.5 -0.6 0.083
```
Positions in Å, forces in eV/Å.

Gap between HOMO and LUMO (alpha / beta), Ha: 0.25245 / 0.17053
⟨S²⟩: 8.795
Strongest force on any atom, eV Å⁻¹: 7.27
Total charge: +1
Multiplicity: 6

Record 3
Density functional theory data (ωB97M-V with the def2-TZVPD basis set) for C30H35BEuN7O3S as an isolated structure.

```
78
Properties=species:S:1:pos:R:3:forces:R:3:lowdin_charge:R:1
Eu -1.10159 0.43273 -1.26569 0.2 -0.1 -0.2 1.895
S -1.50502 -0.18615 3.60236 0.0 0.1 -0.1 1.109
O 1.53025 3.70391 -0.43665 -0.2 0.0 -0.1 0.080
O 1.66693 0.32944 -1.36581 -0.2 0.3 0.2 -0.114
O 0.12670 2.26196 -1.43932 -0.1 0.3 0.3 -0.205
N -4.21963 -0.68609 -1.75615 -0.1 -0.1 -0.2 -0.106
N -0.61973 -1.98577 1.75285 -0.1 0.1 0.0 0.134
N -3.27781 -0.99200 -0.84240 0.3 0.3 -0.2 -0.053
N -2.79877 2.15067 -1.22598 -0.4 0.2 0.0 -0.115
N -1.59641 1.39184 1.61716 0.1 0.2 -0.1 0.026
N -1.10882 0.20937 1.13266 0.1 -0.1 0.1 -0.138
N -3.96266 1.81066 -1.81169 -0.1 0.1 -0.2 -0.100
C 0.63663 -4.37553 -1.37179 -0.1 0.0 0.0 -0.644
C -5.19065 -1.60662 -1.75534 0.0 -0.1 0.2 -0.086
C 5.68067 2.94737 -0.70580 0.0 0.0 0.0 -0.070
C 4.39285 2.64792 -0.29296 0.0 0.0 0.0 -0.014
C 4.12318 1.21401 -2.18931 0.0 0.0 0.0 -0.022
C 5.41954 1.50680 -2.59776 0.0 0.0 0.0 -0.081
C 1.79243 -4.51768 -2.37070 0.0 0.0 0.0 -0.058
C -1.25909 3.61381 3.82700 0.0 -0.1 0.0 -0.083
C -2.34668 2.54598 3.65504 0.1 0.1 -0.1 -0.230
C 1.20578 2.60191 -0.82729 0.6 -0.3 0.1 -0.566
C -4.31244 3.72924 -0.77670 0.0 0.0 0.0 -0.060
C -1.00392 -0.73509 2.03786 -0.1 0.1 0.1 -0.696
C -3.67095 -2.12070 -0.25868 0.0 0.0 0.1 -0.163
C 3.60009 1.76432 -1.02269 0.1 0.0 -0.2 -0.125
C 2.43609 0.18799 3.58122 0.0 0.1 0.0 -0.096
C 2.11749 1.50163 3.26272 0.0 0.0 0.1 -0.079
C 2.20847 0.98442 0.90517 -0.1 0.1 0.1 -0.139
C -1.84998 1.37551 2.86795 0.1 -0.3 0.2 -0.588
C -4.88727 -2.55360 -0.79144 0.0 0.0 0.0 -0.066
C 0.15548 -2.97999 -1.37914 0.0 0.1 -0.1 -0.199
C 6.20626 2.36919 -1.85437 0.0 0.0 0.0 -0.093
C 2.00213 1.89912 1.93795 -0.1 0.0 -0.1 -0.028
C 2.62269 -0.72997 2.55896 -0.1 -0.1 0.0 -0.087
C -2.99383 3.31018 -0.60138 -0.1 0.0 0.0 -0.153
C -0.27152 -1.83347 -1.43438 0.1 -0.7 0.1 -0.182
C -4.88915 2.73858 -1.55764 0.0 0.1 0.1 -0.079
C -0.51558 -5.30748 -1.77685 0.0 0.0 0.0 -0.056
C 1.12275 -4.74814 0.03485 0.0 0.0 0.0 -0.063
C 2.18716 1.40006 -0.56912 0.0 0.1 -0.2 -0.316
C 2.50217 -0.33514 1.23405 0.1 0.0 0.0 -0.028
B -4.01484 0.53467 -2.68540 0.0 0.0 0.3 -0.443
H 1.97212 2.22916 4.05364 0.0 0.0 0.0 0.100
H 1.49235 -5.77625 0.04632 0.0 0.0 0.0 0.085
H 1.46882 -4.21895 -3.36832 0.0 0.0 0.0 0.086
H -0.34048 -2.18656 0.78928 0.0 0.0 0.0 0.042
H 2.63295 -3.88407 -2.08093 0.0 0.0 0.0 0.080
H -3.06641 -2.57492 0.51216 0.0 0.0 0.0 0.090
H -3.20094 2.96556 3.12155 0.0 0.0 0.0 0.115
H 3.99741 3.11727 0.59559 0.0 0.0 0.0 0.112
H 2.86220 -1.76156 2.79158 0.0 0.0 0.0 0.103
H -0.37231 -2.61747 2.49018 0.0 0.0 0.0 0.102
H 3.51159 0.57455 -2.81363 0.0 0.0 0.0 0.114
H 7.21933 2.59185 -2.16523 0.0 0.0 0.0 0.100
H -2.89700 0.41662 -3.20540 0.0 0.0 0.0 0.047
H 2.30900 -0.38764 -1.38567 -0.2 -0.2 0.0 0.081
H -0.19008 -6.35091 -1.74402 0.0 0.0 0.0 0.083
H 2.64498 -1.07766 0.45751 0.0 0.0 0.0 0.110
H -5.45507 -3.42973 -0.52860 0.0 0.0 0.0 0.088
H -5.89082 2.64628 -1.94609 0.1 0.0 0.0 0.122
H -6.02890 -1.53271 -2.42962 0.1 0.0 0.0 0.119
H 6.27429 3.64300 -0.12556 0.0 0.0 0.0 0.104
H 1.74139 2.92161 1.69478 0.1 0.0 0.0 0.111
H -4.90880 0.60835 -3.48142 0.1 -0.1 -0.1 0.076
H 0.30384 -4.67542 0.75547 0.0 0.0 0.0 0.072
H -2.69676 2.20460 4.62893 0.0 0.0 0.0 0.101
H -2.17949 3.78333 -0.07617 0.0 0.0 0.0 0.103
H -1.36440 -5.18274 -1.10229 0.0 0.0 0.0 0.081
H 5.80596 1.06394 -3.50757 0.0 0.0 0.0 0.102
H -1.61246 4.41297 4.47798 0.0 0.0 0.0 0.074
H -0.85361 -5.07752 -2.78795 0.0 0.0 0.0 0.087
H 2.13657 -5.55462 -2.41088 0.0 0.0 0.0 0.084
H -0.36300 3.17759 4.27285 0.0 0.0 0.0 0.062
H 2.53683 -0.11624 4.61635 0.0 0.0 0.0 0.102
H 1.93151 -4.08742 0.35622 0.0 0.0 0.0 0.078
H -4.77482 4.62882 -0.40732 0.0 0.0 0.0 0.089
H -0.98514 4.03707 2.86090 0.0 0.0 0.0 0.076
```
Positions in Å, forces in eV/Å.

Gap between HOMO and LUMO (alpha / beta), Ha: 0.30783 / 0.33105
⟨S²⟩: 12.012
Strongest force on any atom, eV Å⁻¹: 0.70
Relative energy (zero: lowest compared OMol25 entry of this formula, charge and spin), kcal per mole: 0.00
Multiplicity: 7

no.,E_tot (eV)
1,-47860.540
2,-107734.412
3,-79093.824